Record 1
An isolated molecule of C4H12N2O, computed with ωB97M-V with the def2-TZVPD basis set.

Element x y z (Å)
N: 2.28549 1.17424 0.36644
C: 1.65398 0.12816 1.13010
C: 0.19165 0.28730 1.57458
N: -0.83243 0.05103 0.60327
C: -0.74463 -0.87906 -0.53473
C: -1.43653 -0.30136 -1.76723
O: -2.65405 0.33931 -1.38284
H: 3.23874 1.39352 0.59420
H: 2.18719 1.06883 -0.63142
H: 2.20209 0.06926 2.07245
H: 1.74262 -0.87476 0.66255
H: 0.09880 -0.51120 2.35770
H: 0.14880 1.24509 2.10867
H: -1.43781 0.74853 0.20208
H: 0.30335 -1.08196 -0.73157
H: -1.11719 -1.89918 -0.28515
H: -1.63506 -1.09796 -2.50007
H: -0.82242 0.41095 -2.32305
H: -3.37259 -0.27075 -1.51600

SMILES: NCCNCCO
Relative energy (zero: lowest compared OMol25 entry of this formula, charge and spin): 2.222 eV
HOMO: -7.9 eV
LUMO level: 0.917 eV
Charge: 0
HOMO-LUMO gap: 8.846 eV


Record 2
C31H63N7O5Si4Ti as an isolated structure, computed with ωB97M-V with the def2-TZVPD basis set.

Element x y z (Å)
Ti: -0.13607 -1.10959 0.06242
O: -1.39790 1.51433 -2.64414
C: -0.95595 0.59544 -2.02378
O: -0.96277 0.46178 -0.70524
C: -0.28298 -0.63683 -2.67655
O: -0.24561 -0.87771 -3.83829
O: 0.25364 -1.39742 -1.70375
C: 1.53070 -3.81125 4.13938
Si: 0.48354 -3.09663 2.74215
C: -0.41891 -4.54576 1.97313
C: -0.83742 -2.19353 3.74939
C: 1.42316 -2.03231 1.47495
Si: 2.49670 -0.76148 2.37616
C: 3.90888 -1.50256 3.38368
C: 3.29301 0.52840 1.26500
C: 1.62811 0.30144 3.68126
Si: 2.59264 -3.16721 0.53288
C: 4.12267 -2.33884 -0.17567
C: 3.30694 -4.65264 1.44772
C: 1.76657 -4.01629 -0.95184
C: 2.54737 -4.57916 -1.96568
C: 1.94772 -5.26163 -3.00893
C: 0.56914 -5.38294 -3.00797
C: -0.13914 -4.80775 -1.96725
N: 0.42814 -4.13524 -0.96469
H: 1.01059 -4.69862 4.51794
H: 1.60390 -3.09912 4.96745
H: 2.54086 -4.10855 3.86482
H: -1.02323 -5.02410 2.75240
H: 0.26509 -5.29460 1.56408
H: -1.07284 -4.24443 1.15434
H: -1.35950 -2.97272 4.31652
H: -1.59782 -1.65795 3.18540
H: -0.40405 -1.51423 4.48795
H: 4.49862 -2.24990 2.84843
H: 3.55957 -1.96051 4.31058
H: 4.58550 -0.68318 3.65155
H: 4.27694 0.20753 0.92357
H: 3.44004 1.44039 1.85574
H: 2.69212 0.80049 0.39269
H: 1.08268 -0.26145 4.44258
H: 0.97441 1.08042 3.27568
H: 2.44317 0.81812 4.20096
H: 4.83346 -2.07877 0.61229
H: 3.91562 -1.44103 -0.75746
H: 4.62300 -3.05678 -0.83133
H: 4.00094 -4.37364 2.24402
H: 3.86932 -5.22748 0.70401
H: 2.55190 -5.31755 1.87294
H: 3.62539 -4.48026 -1.93696
H: 2.54263 -5.69122 -3.80529
H: 0.04402 -5.90578 -3.79667
H: -1.21687 -4.89018 -1.94470
C: 3.38755 4.58849 -1.58319
N: 2.55048 3.81099 -2.49941
C: 3.12787 3.66442 -3.84174
C: 3.80046 2.28792 -3.84044
N: 3.11592 1.62475 -2.74630
C: 2.94534 0.19102 -2.74536
C: 2.32491 2.48385 -2.02379
N: 1.55966 2.11616 -1.07479
C: 0.65003 3.09580 -0.49377
C: 0.77176 3.14569 1.03907
N: -0.35689 2.47705 1.68981
C: -0.97243 2.99406 2.69789
N: -0.54000 3.98264 3.55934
C: 0.83741 4.01425 4.03229
C: -1.53932 4.18132 4.60859
C: -2.78683 3.52754 4.03464
N: -2.23905 2.59454 3.06381
C: -3.16659 2.05610 2.08134
H: 4.41678 4.20840 -1.52577
H: 2.96278 4.55807 -0.58167
H: 3.41525 5.62763 -1.91034
H: 3.81316 4.48216 -4.05605
H: 2.32302 3.68758 -4.57665
H: 4.88095 2.33272 -3.66584
H: 3.63271 1.75556 -4.77979
H: 3.91932 -0.30146 -2.77848
H: 2.35082 -0.14993 -3.59980
H: 2.43730 -0.10378 -1.83306
H: -0.37113 2.80484 -0.73627
H: 0.79475 4.09571 -0.90605
H: 0.81938 4.19187 1.35174
H: 1.71421 2.66451 1.32658
H: 1.52777 3.69308 3.26258
H: 0.95906 3.35543 4.89972
H: 1.09842 5.03037 4.32940
H: -1.67882 5.23837 4.82813
H: -1.21524 3.67809 5.52609
H: -3.43036 4.25899 3.53166
H: -3.37924 3.01526 4.79186
H: -2.63169 1.51646 1.30967
H: -3.86351 1.37510 2.57043
H: -3.73656 2.86379 1.60611
C: -3.63622 -0.74884 -1.03279
Si: -2.62148 -1.98692 -0.05683
C: -3.49208 -2.13354 1.60134
C: -2.98815 -3.61362 -0.91408
H: -3.56818 0.26883 -0.64761
H: -4.68002 -1.07512 -0.98858
H: -3.34537 -0.71507 -2.08653
H: -4.54438 -2.33303 1.36944
H: -3.44543 -1.21955 2.19794
H: -3.11723 -2.96052 2.20845
H: -4.06868 -3.76697 -0.81296
H: -2.48405 -4.47917 -0.48052
H: -2.76078 -3.56702 -1.98110
O: -0.61244 0.03913 1.64967
H: -0.33421 -0.18043 2.54463
H: -0.56670 1.13103 1.54230

HOMO: -8.1 eV
LUMO level: 0.400 eV
Charge: 0
HOMO-LUMO gap: 8.504 eV


Record 3
C11H15BrNO2 as an isolated structure, computed with ωB97M-V with the def2-TZVPD basis set.

Element x y z (Å)
C: -0.17313 -1.47657 0.68447
C: -2.09393 1.41815 -1.12094
C: 2.40523 -0.38019 -1.62092
C: 2.28669 0.04577 -0.15921
C: 1.31851 -1.38926 -1.98163
C: 0.90564 0.64467 0.13339
C: -0.05995 -0.80670 -1.68074
C: -0.13054 -0.39359 -0.22413
C: -3.56858 1.35273 1.61434
C: -2.16982 0.77481 1.39091
C: -2.02452 0.26842 -0.01688
N: -0.23053 -2.32896 1.45564
O: -1.38009 2.38437 -0.84428
O: -2.83424 1.19453 -2.07054
Br: -3.16906 -1.20510 -0.42268
H: 2.30757 0.50294 -2.25690
H: 3.39132 -0.81994 -1.80287
H: 2.43576 -0.82858 0.48364
H: 3.06686 0.77371 0.08101
H: 1.38653 -1.65611 -3.04022
H: 1.45678 -2.30308 -1.39429
H: 0.83946 0.91431 1.19140
H: 0.72670 1.54249 -0.46236
H: -0.24017 0.07248 -2.30302
H: -0.83413 -1.54536 -1.90677
H: -4.32774 0.57857 1.49397
H: -3.64845 1.77211 2.61603
H: -3.75869 2.14132 0.88559
H: -1.43647 1.57948 1.51167
H: -1.95939 -0.01177 2.12677

Relative energy (zero: lowest compared OMol25 entry of this formula, charge and spin): 0.000 eV
HOMO: -4.9 eV
LUMO level: 3.287 eV
Charge: -1
HOMO-LUMO gap: 8.205 eV


Record 4
C2H4AgLiO2 as an isolated structure, computed with ωB97M-V with the def2-TZVPD basis set.

Element x y z (Å)
O: 1.88907 0.10119 0.75988
H: 2.47076 -0.65836 0.80833
C: 0.49240 -0.39611 -0.88753
C: -0.65831 0.38558 -0.63655
O: -1.32560 0.19226 0.53581
H: 0.48266 -1.41087 -0.45264
H: 0.97087 -0.26293 -1.86420
H: -1.33717 0.48962 -1.50331
Li: -3.17423 0.66987 1.21883
Ag: 0.18955 0.88974 2.02139

<S²>: 0.75
Relative energy (zero: lowest compared OMol25 entry of this formula, charge and spin): 4.390 eV
Spin multiplicity: 2
HOMO (spin up / spin down): -0.9 / -2.2 eV
LUMO level (spin up / spin down): 2.627 / 2.975 eV
Charge: -1
HOMO-LUMO gap (spin up / spin down): 3.515 / 5.183 eV


Here are the calculated largest force on an atom numbers, same order: 2.32; 1.13; 3.97; 3.31 (eV/A).